a | This record from the Open Molecules 2025 dataset describes an isolated ion of composition C12H15N2O and charge +1. The level of theory is wB97M-V/def2-TZVPD.

XYZ file:
```
30
C12H15N2O, DFT wB97M-V/def2-TZVPD
O 4.268 -0.581 3.603
C -0.407 -0.165 2.802
C -1.183 -0.584 1.953
N 3.341 0.077 3.115
C 2.697 0.323 -0.021
C 1.772 2.212 1.207
C 2.782 1.237 1.072
C 1.630 0.447 -0.906
C 0.718 2.235 0.292
N 0.675 1.371 -0.753
C 3.806 1.108 2.185
C -2.087 -1.116 0.906
C -0.581 1.350 -1.536
C -1.517 -0.771 -0.481
C -1.757 0.721 -0.814
H 0.226 0.218 3.576
H 3.368 -0.515 -0.123
H 1.759 2.828 2.090
H 1.508 -0.277 -1.732
H -0.062 2.975 0.400
H 3.916 2.034 2.744
H 4.796 0.869 1.743
H -3.102 -0.713 1.061
H -2.191 -2.206 0.919
H -0.419 0.768 -2.498
H -0.943 2.370 -1.778
H -2.052 -1.366 -1.197
H -0.455 -1.069 -0.551
H -2.004 1.328 0.074
H -2.626 0.767 -1.479
```

Kohn-Sham gap ... 8.286 eV
Spin multiplicity ... 1
M ... 203.27 g/mol
LUMO energy ... -4.546 eV
Total charge ... +1
SMILES ... C#CCCCC[n+]1ccc(CN=O)cc1



b | This record from the Open Molecules 2025 dataset describes an isolated ion of composition C12H15N2O and charge +1. The level of theory is wB97M-V/def2-TZVPD.

XYZ file:
```
30
C12H15N2O, DFT wB97M-V/def2-TZVPD
C -0.276 -3.336 2.074
C -0.080 -4.035 0.889
C -0.082 -1.948 2.142
C 0.059 -3.362 -0.316
C 0.302 -1.315 0.945
C 0.212 -2.001 -0.257
C 0.453 0.057 -0.820
C -0.703 2.137 1.269
C -0.977 2.446 -0.242
C 0.491 1.176 1.481
C 0.298 2.464 -1.112
C 0.451 0.849 -3.091
N 0.504 0.065 0.645
N 0.644 1.111 -1.660
O 0.223 -1.181 -1.326
H -0.378 -3.940 2.848
H -0.052 -5.197 1.009
H -0.130 -1.383 3.119
H 0.052 -3.689 -1.395
H -0.468 3.084 1.630
H -1.618 1.799 1.746
H -1.669 1.662 -0.826
H -1.614 3.290 -0.242
H 1.431 1.893 1.435
H 0.391 0.790 2.524
H 0.201 3.097 -1.951
H 1.120 2.840 -0.447
H -0.659 1.215 -3.307
H 1.226 1.577 -3.470
H 0.647 -0.167 -3.295
```

Kohn-Sham gap ... 9.116 eV
Spin multiplicity ... 1
M ... 203.27 g/mol
LUMO energy ... -3.108 eV
Total charge ... +1
SMILES ... C[N+]1=C2Oc3ccccc3N2CCCC1



Which is most stable, and by how much? b, by 63.4 kcal/mol.



a | This record from the Open Molecules 2025 dataset describes a 2-piece molecular cluster, C2H2FI overall. The level of theory is wB97M-V/def2-TZVPD.

XYZ file:
```
6
C2H2FI, DFT wB97M-V/def2-TZVPD
C 0.759 0.697 0.204
C -0.831 -0.596 -0.035
F 1.835 0.010 -0.158
I -2.704 0.148 0.020
H 0.823 1.588 -0.374
H -0.557 -1.612 0.473
```

Kohn-Sham gap (spin up / spin down) ... 7.983 / 8.242 eV
Spin multiplicity ... 1
M ... 171.94 g/mol
LUMO energy (spin up / spin down) ... -0.570 / -0.637 eV
Total charge ... 0



b | This record from the Open Molecules 2025 dataset describes one molecule with the formula C2H2FI. The level of theory is wB97M-V/def2-TZVPD.

XYZ file:
```
6
C2H2FI, DFT wB97M-V/def2-TZVPD
C 0.779 0.294 0.066
C -0.437 -0.186 0.102
F -0.465 -1.570 0.059
I -2.303 0.670 0.034
H 0.975 1.281 -0.190
H 1.451 -0.489 -0.071
```

Kohn-Sham gap ... 9.982 eV
Spin multiplicity ... 1
M ... 171.94 g/mol
LUMO energy ... 0.415 eV
Total charge ... 0
SMILES ... C=C(F)I



Which is most stable, and by how much? b, by 108.5 kcal/mol.



a | This record from the Open Molecules 2025 dataset describes a 2-piece molecular cluster, C3H2ClO3 overall. The level of theory is wB97M-V/def2-TZVPD.

XYZ file:
```
9
C3H2ClO3, DFT wB97M-V/def2-TZVPD
C 0.816 -0.154 -0.134
C -1.442 -0.748 1.449
C 0.600 1.036 -1.158
O 0.463 0.043 1.048
O 1.185 -1.140 -0.747
O 0.380 0.897 -2.315
Cl 0.550 2.633 -0.400
H -1.015 -1.574 1.859
H -1.537 -0.994 0.398
```

Kohn-Sham gap ... 7.889 eV
Spin multiplicity ... 1
M ... 121.50 g/mol
LUMO energy ... 3.605 eV
Total charge ... -1



b | This record from the Open Molecules 2025 dataset describes an isolated ion of composition C3H2ClO3 and charge -1. The level of theory is wB97M-V/def2-TZVPD.

XYZ file:
```
9
C3H2ClO3, DFT wB97M-V/def2-TZVPD
C -0.070 0.212 -1.478
C -0.455 -0.281 1.136
C 0.435 0.138 0.051
O 0.813 0.229 -2.321
O -1.295 0.222 -1.541
O -0.030 1.047 0.983
Cl 2.143 -0.297 0.278
H -1.498 -0.462 0.902
H -0.043 -0.808 1.991
```

Kohn-Sham gap ... 8.341 eV
Spin multiplicity ... 1
M ... 121.50 g/mol
LUMO energy ... 3.734 eV
Total charge ... -1
SMILES ... O=C([O-])[C@]1(Cl)CO1



Which is most stable, and by how much? b, by 64.5 kcal/mol.



a | This record from the Open Molecules 2025 dataset describes a 2-piece molecular cluster, C2H6Cl3PSi overall. The level of theory is wB97M-V/def2-TZVPD.

XYZ file:
```
13
C2H6Cl3PSi, DFT wB97M-V/def2-TZVPD
C 1.175 -0.350 -0.714
C -0.323 1.361 1.760
Si -0.054 -0.025 0.501
P -1.587 -1.587 0.963
Cl 0.969 1.545 -3.619
Cl -2.407 -1.951 -0.831
Cl -0.483 -3.301 1.169
H 0.708 0.274 -3.169
H 1.939 0.394 -0.734
H 1.083 -1.042 -1.461
H -0.304 2.252 1.093
H -1.197 1.189 2.537
H 0.482 1.241 2.502
```

Kohn-Sham gap ... 8.177 eV
Spin multiplicity ... 1
M ... 195.49 g/mol
LUMO energy ... -0.603 eV
Total charge ... 0
SMILES ... C=[Si](C)P(Cl)Cl.Cl



b | This record from the Open Molecules 2025 dataset describes one molecule with the formula C2H6Cl3PSi. The level of theory is wB97M-V/def2-TZVPD.

XYZ file:
```
13
C2H6Cl3PSi, DFT wB97M-V/def2-TZVPD
C -1.465 -0.681 0.682
C -0.144 1.634 0.192
Si 1.560 -0.838 -0.463
P 0.216 0.030 1.019
Cl 3.445 -0.242 -0.431
Cl 0.992 0.124 -2.822
Cl 1.477 -2.816 -0.549
H -1.437 -1.800 0.606
H -2.090 -0.391 -0.063
H -2.029 -0.558 1.569
H -1.115 1.858 0.443
H -0.054 1.300 -0.787
H 0.643 2.381 0.604
```

Kohn-Sham gap ... 9.264 eV
Spin multiplicity ... 1
M ... 195.49 g/mol
LUMO energy ... -0.267 eV
Total charge ... 0
SMILES ... CP(C)[Si](Cl)(Cl)Cl



Which is most stable, and by how much? b, by 80.3 kcal/mol.



a | This record from the Open Molecules 2025 dataset describes a 2-piece molecular cluster, C2H7N overall. The level of theory is wB97M-V/def2-TZVPD.

XYZ file:
```
10
C2H7N, DFT wB97M-V/def2-TZVPD
C 1.163 -0.755 1.548
H 0.599 -1.464 0.947
H 2.151 -1.163 1.757
H 0.678 -0.508 2.484
H 1.273 0.130 0.924
C -1.013 1.094 -1.535
N -0.958 -0.161 -1.410
H -0.121 1.713 -1.575
H -1.926 1.700 -1.453
H -1.845 -0.586 -1.686
```

Kohn-Sham gap ... 11.171 eV
Spin multiplicity ... 1
M ... 45.09 g/mol
LUMO energy ... 1.170 eV
Total charge ... 0
SMILES ... C=N.C



b | This record from the Open Molecules 2025 dataset describes C2H7N as an isolated structure. The level of theory is wB97M-V/def2-TZVPD.

XYZ file:
```
10
C2H7N, DFT wB97M-V/def2-TZVPD
C -1.087 -0.347 0.196
C 0.278 -0.847 -0.045
N 1.309 -0.245 0.729
H -1.251 0.155 1.068
H -1.843 -1.053 -0.428
H -0.373 0.173 -0.646
H 0.678 2.414 -0.612
H 0.336 -1.738 -0.602
H -0.057 2.435 -0.602
H 2.010 -0.946 0.944
```

Kohn-Sham gap ... 9.333 eV
Spin multiplicity ... 1
M ... 45.09 g/mol
LUMO energy ... 0.835 eV
Total charge ... 0



Which is most stable, and by how much? a, by 81.3 kcal/mol.



a | This record from the Open Molecules 2025 dataset describes one molecule with the formula C2H7N. The level of theory is wB97M-V/def2-TZVPD.

XYZ file:
```
10
C2H7N, DFT wB97M-V/def2-TZVPD
C -1.247 0.065 0.333
C 0.296 -0.115 0.559
N 0.970 -0.043 -0.885
H -1.782 0.993 0.011
H -1.533 -0.546 -0.494
H -1.721 -0.110 1.277
H 0.688 0.714 1.357
H 0.424 -1.180 0.712
H 0.866 0.947 -1.280
H 1.977 -0.217 -0.738
```

Kohn-Sham gap ... 10.769 eV
Spin multiplicity ... 1
M ... 45.09 g/mol
LUMO energy ... 1.226 eV
Total charge ... 0
SMILES ... CCN



b | This record from the Open Molecules 2025 dataset describes one molecule with the formula C2H7N. The level of theory is wB97M-V/def2-TZVPD.

XYZ file:
```
10
C2H7N, DFT wB97M-V/def2-TZVPD
C 1.214 -0.103 0.043
C -1.232 -0.095 0.069
H 1.135 -1.019 -0.692
H 1.569 -0.457 1.145
H 2.084 0.586 -0.331
H -0.098 1.322 -0.567
H -2.072 0.574 0.037
H -1.360 -0.802 0.922
H -1.261 -0.666 -0.885
N 0.020 0.660 0.259
```

Kohn-Sham gap ... 10.301 eV
Spin multiplicity ... 1
M ... 45.08 g/mol
LUMO energy ... 1.179 eV
Total charge ... 0
SMILES ... CNC



Which is most stable, and by how much? b, by 1.5 kcal/mol.



a | This record from the Open Molecules 2025 dataset describes a 2-piece molecular cluster, C11H15N overall. The level of theory is wB97M-V/def2-TZVPD.

XYZ file:
```
27
C11H15N, DFT wB97M-V/def2-TZVPD
C -2.547 -1.361 0.168
C -0.242 -0.322 -0.451
C -1.274 -1.270 -0.581
C 0.692 -0.624 -1.462
C -0.940 -2.096 -1.651
C -0.185 0.948 0.138
C 0.729 1.901 -0.322
C 1.642 1.600 -1.317
C 1.666 0.278 -1.815
N 0.243 -1.733 -2.176
H -0.804 1.113 1.002
H 0.652 2.892 0.097
H 2.370 2.300 -1.717
H -3.095 -0.421 -0.007
H -2.356 -1.487 1.239
H -1.483 -2.806 -2.264
H 0.905 -2.419 -2.515
H 2.452 -0.056 -2.496
H -3.137 -2.179 -0.221
C 0.907 0.618 3.652
C -0.272 1.611 3.587
H 0.698 -0.286 3.054
H 1.828 1.049 3.278
H 0.963 0.222 4.652
H -0.759 1.618 4.549
H -1.078 1.330 2.897
H 0.021 2.616 3.258
```

Kohn-Sham gap (spin up / spin down) ... 9.355 / 6.412 eV
Spin multiplicity ... 2
M ... 161.25 g/mol
LUMO energy (spin up / spin down) ... -3.764 / -7.109 eV
Total charge ... +1
<S²> ... 0.774



b | This record from the Open Molecules 2025 dataset describes a 2-piece molecular cluster, C11H15N overall. The level of theory is wB97M-V/def2-TZVPD.

XYZ file:
```
27
C11H15N, DFT wB97M-V/def2-TZVPD
C -3.338 -0.122 0.754
C -4.052 0.029 -0.603
H -3.949 -0.730 1.414
H -2.358 -0.543 0.554
H -3.264 0.896 1.136
H -5.013 0.524 -0.464
H -4.256 -0.891 -1.152
H -3.453 0.622 -1.301
C -0.088 1.870 1.141
C 1.291 0.039 -0.099
C 1.149 1.154 0.758
C 2.672 -0.280 -0.161
C 2.449 1.439 1.241
C 0.399 -0.838 -0.742
C 0.867 -1.903 -1.479
C 2.251 -2.112 -1.567
C 3.186 -1.269 -0.937
N 3.353 0.586 0.742
H -0.668 -0.704 -0.620
H 0.237 -2.528 -2.093
H 2.615 -2.949 -2.148
H -0.973 1.246 1.273
H -0.255 2.716 0.475
H 2.603 2.112 2.073
H 4.321 0.847 0.603
H 4.248 -1.474 -0.957
H 0.027 2.263 2.158
```

Kohn-Sham gap (spin up / spin down) ... 9.283 / 6.594 eV
Spin multiplicity ... 2
M ... 161.25 g/mol
LUMO energy (spin up / spin down) ... -3.793 / -7.017 eV
Total charge ... +1
<S²> ... 0.775



c | This record from the Open Molecules 2025 dataset describes a 2-piece molecular cluster, C11H15N overall. The level of theory is wB97M-V/def2-TZVPD.

XYZ file:
```
27
C11H15N, DFT wB97M-V/def2-TZVPD
C -2.667 -1.749 1.008
C -3.628 -0.553 0.972
H -1.892 -1.688 0.247
H -2.217 -1.928 2.013
H -3.215 -2.678 0.866
H -4.106 -0.539 1.963
H -4.503 -0.686 0.285
H -3.013 0.329 0.863
C 2.054 3.072 -0.523
C 1.611 -0.525 0.064
C 1.136 0.704 -0.492
C 2.104 1.655 -0.162
C 3.116 1.044 0.597
C -0.191 -1.712 -1.061
C 0.897 -1.686 -0.164
C -0.642 -0.465 -1.633
C -0.067 0.716 -1.217
N 2.800 -0.285 0.737
H -0.523 -2.710 -1.307
H 1.306 -2.630 0.188
H -1.447 -0.290 -2.347
H -0.330 1.600 -1.789
H 3.301 -1.048 1.164
H 3.775 1.472 1.328
H 1.911 3.639 0.425
H 1.392 3.471 -1.287
H 3.040 3.468 -0.741
```

Kohn-Sham gap (spin up / spin down) ... 8.964 / 6.271 eV
Spin multiplicity ... 2
M ... 161.25 g/mol
LUMO energy (spin up / spin down) ... -4.020 / -7.030 eV
Total charge ... +1
<S²> ... 0.779



Which is most stable, and by how much? b, by 11.0 kcal/mol.